No. 1
48
Properties=species:S:1:pos:R:3:nbo_charge:R:1 method="wB97M-V/def2-TZVPD" smiles="C[Si](C)(CCC(F)(F)[C@@]1(CCO)CCNC1=O)c1ccccc1" molar_mass_g_mol=341.5 orbital_gap_ev=8.490 energy_ha=-1356.76134
C 2.607 -0.766 2.576 -1.149
Si 2.256 0.652 1.324 1.668
C 3.153 2.261 1.998 -1.126
C 0.405 1.102 1.074 -0.920
C -0.666 0.201 1.926 -0.469
C -1.428 -0.973 1.074 0.743
F -0.381 -1.791 0.420 -0.370
F -2.079 -1.873 2.097 -0.384
C -2.633 -0.459 0.092 -0.217
C -3.628 -1.556 -0.634 -0.414
C -2.876 -2.907 -1.177 -0.089
O -3.964 -3.882 -1.504 -0.746
C -3.755 0.523 0.846 -0.433
C -3.688 2.052 0.173 -0.250
N -2.647 2.026 -0.924 -0.678
C -2.292 0.551 -1.169 0.696
O -1.726 0.316 -2.358 -0.538
C 3.017 0.353 -0.446 -0.508
C 4.420 1.126 -0.878 -0.219
C 5.060 0.914 -2.397 -0.232
C 4.366 -0.042 -3.564 -0.233
C 2.989 -0.839 -3.124 -0.227
C 2.342 -0.630 -1.597 -0.204
H 2.181 -1.812 2.252 0.262
H 2.180 -0.431 3.639 0.240
H 3.782 -0.852 2.734 0.259
H 4.292 1.995 2.226 0.240
H 2.650 2.656 2.981 0.244
H 3.143 3.035 1.114 0.248
H 0.211 1.137 -0.087 0.268
H 0.267 2.223 1.452 0.247
H -0.129 -0.316 2.854 0.249
H -1.465 0.938 2.417 0.235
H -4.057 -1.006 -1.602 0.237
H -4.558 -1.868 0.006 0.242
H -2.310 -2.715 -2.196 0.201
H -2.198 -3.445 -0.364 0.189
H -3.609 -4.764 -1.167 0.471
H -4.867 0.221 0.543 0.235
H -3.826 0.459 2.026 0.248
H -3.611 2.826 1.047 0.208
H -4.679 2.373 -0.387 0.204
H -1.866 2.622 -0.570 0.403
H 5.011 1.836 -0.157 0.232
H 6.045 1.472 -2.713 0.226
H 4.795 -0.174 -4.646 0.239
H 2.408 -1.551 -3.860 0.235
H 1.355 -1.219 -1.369 0.240


No. 2
58
Properties=species:S:1:pos:R:3:mulliken_spin:R:1 method="wB97M-V/def2-TZVPD" e_above_lowest_kcal_mol=10.4 molar_mass_g_mol=617.1 orbital_gap_ev="8.085 / 8.220" energy_ha=-2790.10425 multiplicity=3 charge=-1
V 0.003 -0.315 0.890 2.017
C 1.815 1.104 1.129 -0.013
C 0.887 1.341 2.183 -0.045
C 0.750 0.136 2.926 0.039
C 1.587 -0.854 2.332 -0.119
C 2.252 -0.246 1.224 0.070
C 3.209 -0.905 0.282 -0.006
C 1.718 -2.279 2.773 0.035
C -0.086 -0.036 4.157 -0.024
C 0.199 2.634 2.484 0.000
C 2.318 2.122 0.153 0.002
H 4.179 -0.402 0.312 0.000
H 2.841 -0.874 -0.746 -0.003
H 3.357 -1.950 0.547 -0.001
H 2.506 -2.383 3.525 0.001
H 1.951 -2.931 1.931 -0.003
H 0.782 -2.639 3.198 -0.002
H 0.495 0.220 5.048 0.000
H -0.438 -1.061 4.258 0.004
H -0.964 0.611 4.136 -0.005
H 0.707 3.156 3.300 -0.001
H -0.836 2.471 2.788 -0.003
H 0.185 3.284 1.611 0.001
H 3.078 2.749 0.630 0.001
H 1.510 2.759 -0.204 0.002
H 2.770 1.643 -0.715 -0.009
N -3.466 0.078 0.710 0.009
C -2.986 -0.957 1.479 0.027
N -3.761 -1.794 2.140 -0.003
N -2.890 -2.638 2.737 0.015
N -1.682 -2.321 2.461 0.011
N -1.693 -1.229 1.642 -0.064
C -2.679 1.029 0.128 0.018
N -3.158 2.053 -0.554 0.001
N -2.056 2.741 -0.932 0.002
N -0.993 2.173 -0.514 0.001
N -1.342 1.048 0.184 -0.019
H -4.463 0.183 0.638 0.000
F -1.176 -3.335 -2.568 0.000
C -1.458 -3.101 -1.263 0.009
F -2.200 -4.117 -0.824 0.000
F -2.209 -1.995 -1.220 0.003
C -0.123 -2.977 -0.480 0.010
O 0.408 -3.994 -0.107 -0.004
O 0.342 -1.771 -0.392 0.024
C 0.449 2.796 -3.774 0.000
Sb 0.600 0.772 -3.070 0.017
C 1.259 -0.001 -4.977 0.001
C -1.453 0.308 -3.451 -0.001
H -0.066 2.808 -4.735 0.000
H 1.440 3.235 -3.889 0.000
H -0.120 3.374 -3.046 0.000
H 0.593 0.346 -5.768 0.000
H 1.247 -1.091 -4.952 0.000
H 2.275 0.330 -5.191 0.000
H -1.738 0.752 -4.406 0.000
H -2.090 0.711 -2.665 0.000
H -1.586 -0.771 -3.496 0.000